{
  "formula": "C35H33N8O10S2Sc",
  "method": "ωB97M-V with the def2-TZVPD basis set",
  "fmax_ev_per_a": 3.42,
  "e_above_lowest_ev": 2.028,
  "e_tot_ha": -4100.98579,
  "homo_energy_ev": -7.22,
  "e_lumo_ev": -1.54,
  "elements": ["Sc", "C", "C", "N", "N", "C", "S", "S", "C", "C", "C", "C", "C", "C", "C", "C", "C", "C", "C", "C", "C", "O", "H", "H", "H", "H", "H", "H", "H", "H", "H", "H", "H", "H", "H", "H", "O", "N", "O", "C", "C", "C", "C", "O", "C", "C", "N", "O", "O", "N", "O", "O", "H", "H", "C", "C", "N", "O", "H", "H", "H", "H", "H", "C", "N", "N", "C", "O", "C", "C", "C", "C", "C", "C", "C", "C", "C", "H", "H", "H", "H", "H", "H", "H", "H", "H", "H", "H", "H"],
  "coordinates": [[0.554, -0.472, -0.478], [0.059, -0.577, -4.498], [-0.192, 0.414, -3.404], [0.821, 0.908, -2.768], [0.719, 2.064, -2.126], [1.219, 2.424, -1.005], [2.115, 1.525, 0.155], [0.980, 4.123, -0.598], [-0.233, 4.681, -1.876], [-1.410, 5.320, -1.222], [-1.689, 6.668, -1.410], [-2.762, 7.258, -0.764], [-3.556, 6.507, 0.086], [-3.292, 5.158, 0.267], [-2.228, 4.568, -0.387], [-1.567, 0.798, -3.082], [-2.521, 1.115, -4.043], [-3.794, 1.500, -3.676], [-4.136, 1.567, -2.332], [-3.218, 1.228, -1.365], [-1.910, 0.837, -1.702], [-1.050, 0.502, -0.773], [1.126, -0.706, -4.657], [-0.386, -0.193, -5.416], [-0.409, -1.538, -4.281], [-0.495, 3.770, -2.418], [0.284, 5.372, -2.539], [-1.068, 7.254, -2.072], [-2.973, 8.307, -0.923], [-4.387, 6.968, 0.602], [-3.920, 4.566, 0.918], [-2.024, 3.514, -0.261], [-2.245, 1.097, -5.088], [-4.519, 1.762, -4.429], [-5.128, 1.884, -2.035], [-3.467, 1.264, -0.315], [2.385, -7.105, -4.561], [2.899, -6.015, -4.433], [3.967, -5.696, -4.912], [2.194, -5.036, -3.654], [0.948, -5.337, -3.121], [0.256, -4.389, -2.384], [0.755, -3.048, -2.187], [0.077, -2.139, -1.648], [2.105, -2.840, -2.675], [2.781, -3.800, -3.410], [2.775, -1.637, -2.404], [2.241, -0.798, -1.634], [3.861, -1.430, -2.920], [-0.957, -4.798, -1.763], [-1.603, -3.989, -1.116], [-1.262, -5.976, -1.855], [0.516, -6.318, -3.272], [3.767, -3.581, -3.793], [-0.489, -3.286, 1.601], [0.887, -3.313, 1.021], [1.502, -4.508, 1.033], [1.448, -2.330, 0.534], [-0.614, -4.037, 2.376], [-1.200, -3.473, 0.790], [-0.702, -2.290, 1.985], [1.035, -5.330, 1.374], [2.430, -4.598, 0.650], [1.526, 1.613, 5.597], [0.704, 1.472, 4.428], [0.797, 0.365, 3.617], [0.188, 0.626, 2.408], [0.061, -0.260, 1.530], [-0.243, 1.973, 2.482], [0.126, 2.464, 3.707], [-0.045, 3.828, 4.260], [1.191, -0.909, 4.068], [0.553, -1.495, 5.156], [0.885, -2.782, 5.532], [1.845, -3.484, 4.824], [2.499, -2.888, 3.757], [2.180, -1.596, 3.376], [1.837, 0.627, 5.940], [0.952, 2.093, 6.389], [2.419, 2.210, 5.389], [-0.733, 2.504, 1.693], [-0.636, 4.421, 3.569], [0.922, 4.312, 4.392], [-0.545, 3.798, 5.227], [-0.206, -0.952, 5.695], [0.383, -3.242, 6.369], [2.083, -4.495, 5.115], [3.273, -3.425, 3.228], [2.681, -1.118, 2.547]],
  "atomic_forces_ev_per_a": [[0.268, 0.312, 0.902], [0.058, -0.097, 0.316], [0.263, 0.445, 0.458], [0.806, -1.027, -1.152], [-1.129, 1.433, 0.321], [-0.050, -0.360, -1.052], [0.326, -0.183, 0.224], [-0.278, 0.439, 0.042], [0.552, -0.143, 0.298], [0.005, 0.131, 0.041], [0.013, -0.154, -0.015], [-0.114, 0.084, 0.084], [-0.120, 0.140, 0.006], [-0.018, -0.085, 0.030], [-0.047, 0.067, -0.002], [-0.057, 0.204, 0.583], [0.042, -0.017, 0.118], [-0.192, 0.095, -0.102], [0.000, -0.036, -0.088], [0.492, -0.118, 0.212], [-0.778, 0.329, -0.998], [-0.788, -0.069, 0.213], [0.076, 0.007, -0.028], [-0.005, -0.033, -0.116], [-0.073, -0.014, -0.046], [0.031, 0.098, -0.019], [-0.056, -0.034, -0.087], [0.092, 0.051, -0.044], [-0.021, 0.050, 0.018], [-0.054, 0.046, 0.019], [-0.061, -0.042, 0.035], [0.058, -0.119, 0.023], [0.004, -0.038, -0.098], [-0.088, 0.049, -0.129], [-0.041, -0.006, -0.027], [-0.083, -0.008, 0.149], [-0.170, -0.295, -0.037], [0.234, -0.356, -0.243], [0.257, 0.123, -0.086], [-0.452, 1.042, 0.642], [-0.115, 0.128, 0.135], [1.308, 0.395, -0.733], [0.059, 0.143, -0.056], [-0.276, -0.271, -0.346], [-0.863, -1.465, -0.230], [-0.085, -0.051, -0.019], [0.464, 1.800, 0.618], [2.561, -1.698, -1.495], [-0.759, 0.030, 0.432], [-0.992, -0.412, 0.717], [-0.023, -0.260, -0.466], [-0.114, -0.094, -0.080], [0.036, 0.096, 0.041], [-0.025, -0.029, 0.019], [-0.262, 0.260, -0.050], [-0.169, -0.252, 0.204], [0.172, -0.119, -0.085], [0.242, -0.043, -0.052], [-0.013, -0.041, 0.034], [0.124, -0.036, 0.210], [0.112, -0.116, 0.066], [0.027, 0.059, 0.043], [-0.081, 0.034, -0.058], [0.385, 0.155, 0.255], [-0.327, 0.004, -0.021], [0.011, 0.165, -0.598], [-0.064, 0.465, 0.499], [-0.056, -0.281, 0.606], [0.075, -0.081, 0.090], [-0.295, -0.422, -0.272], [0.090, 0.002, 0.053], [0.074, -0.495, 0.236], [-0.002, 0.077, -0.141], [-0.011, -0.037, 0.036], [0.056, -0.065, 0.010], [0.070, -0.004, 0.069], [-0.032, 0.233, 0.077], [-0.045, 0.113, 0.004], [0.022, -0.030, -0.022], [-0.007, -0.049, 0.015], [-0.056, 0.142, -0.179], [-0.012, 0.050, -0.012], [0.055, 0.077, 0.008], [-0.043, 0.037, 0.035], [-0.164, 0.131, 0.022], [-0.039, -0.036, 0.079], [0.094, -0.122, 0.020], [0.013, -0.020, -0.043], [-0.022, 0.022, -0.044]],
  "lowdin_charge": [0.8619, -0.0036, -0.2776, 0.0275, -0.0921, -1.0990, 0.6401, 0.9017, -0.3759, -0.3059, -0.0478, -0.0910, -0.1017, -0.0847, -0.0587, -0.1078, -0.0318, -0.0978, -0.0856, -0.0212, -0.3113, -0.1654, 0.0818, 0.0822, 0.0854, 0.0709, 0.0756, 0.1089, 0.0996, 0.0965, 0.0999, 0.0923, 0.1082, 0.0950, 0.1031, 0.1137, 0.0868, -0.3700, 0.0878, -0.1333, 0.1094, -0.0545, -0.2486, -0.0627, -0.0649, 0.1160, -0.2445, -0.1136, 0.1297, -0.3307, 0.0764, 0.0744, 0.1370, 0.1384, 0.0345, -0.5446, 0.2083, -0.0357, 0.0939, 0.0780, 0.0810, 0.1195, 0.1269, 0.0069, -0.0571, 0.0686, -0.4099, -0.1240, 0.0620, -0.2371, 0.0044, -0.1978, -0.0160, -0.0727, -0.0789, -0.0759, 0.0040, 0.0871, 0.0987, 0.1050, 0.1074, 0.0907, 0.0937, 0.0885, 0.1221, 0.1071, 0.1047, 0.1094, 0.1289]
}



{
  "formula": "C2H4NdO2",
  "method": "ωB97M-V with the def2-TZVPD basis set",
  "fmax_ev_per_a": 5.38,
  "charge": 2,
  "e_above_lowest_ev": 0.824,
  "e_tot_ha": -789.75292,
  "multiplicity": 5,
  "homo_energy_ev": [-18.77, -19.78],
  "e_lumo_ev": [-12.05, -10.69],
  "elements": ["H", "O", "C", "C", "H", "H", "H", "O", "Nd"],
  "coordinates": [[0.067, 1.581, 0.274], [-1.421, -0.732, 0.669], [-2.660, -0.856, 0.439], [-3.276, -0.101, -0.574], [-3.208, -1.688, 0.904], [-4.360, -0.129, -0.672], [-2.657, 0.542, -1.201], [0.936, 1.117, -0.095], [0.838, -1.100, -0.360]],
  "atomic_forces_ev_per_a": [[2.714, -1.089, -0.994], [1.385, -0.711, -0.869], [0.398, -0.789, -0.501], [-0.451, 0.415, 0.160], [0.009, 0.524, 0.396], [0.247, 0.031, -0.225], [-0.346, -0.022, 0.115], [-2.827, -3.389, 0.394], [-1.129, 5.030, 1.524]],
  "lowdin_charge": [0.0857, -0.2159, -0.2219, 0.2365, 0.1552, 0.1133, 0.1025, -0.4662, 2.2107]
}



{
  "formula": "C3H3N3O",
  "method": "ωB97M-V with the def2-TZVPD basis set",
  "fmax_ev_per_a": 1.19,
  "e_above_lowest_ev": 4.636,
  "e_tot_ha": -355.46950,
  "homo_energy_ev": [-8.76, -8.73],
  "e_lumo_ev": [-1.16, -1.08],
  "elements": ["N", "C", "N", "N", "O", "C", "C", "H", "H", "H"],
  "coordinates": [[1.381, -0.110, 0.497], [1.371, -1.359, 0.481], [0.511, 2.432, -0.838], [-0.510, 2.823, -0.751], [-1.266, 0.457, 1.112], [-1.208, -0.511, 0.394], [-0.053, -1.266, -0.075], [2.103, 0.488, 0.071], [-2.131, -1.033, 0.051], [-0.198, -1.921, -0.943]],
  "atomic_forces_ev_per_a": [[-0.469, -0.518, -0.478], [0.294, 0.229, 0.324], [-1.101, 0.448, 0.081], [1.093, -0.383, -0.115], [-0.005, 0.003, -0.017], [0.214, -0.243, -0.017], [0.100, 0.291, -0.184], [-0.357, -0.348, 0.092], [0.057, 0.108, 0.090], [0.174, 0.413, 0.223]],
  "nbo_charge": [-0.4648, 0.1819, -0.0331, 0.0348, -0.5241, 0.3335, -0.3131, 0.4243, 0.1287, 0.2321]
}



{
  "formula": "C5H4O4Yb",
  "method": "ωB97M-V with the def2-TZVPD basis set",
  "fmax_ev_per_a": 3.73,
  "charge": 3,
  "e_above_lowest_ev": 0.748,
  "e_tot_ha": -1651.11403,
  "multiplicity": 2,
  "homo_energy_ev": [-19.21, -18.74],
  "e_lumo_ev": [-12.97, -12.97],
  "elements": ["C", "C", "H", "H", "O", "C", "O", "O", "Yb", "C", "C", "O", "H", "H"],
  "coordinates": [[1.416, 2.231, -2.910], [1.555, 2.645, -1.778], [1.780, 2.985, -0.778], [1.270, 0.097, -1.487], [-0.420, -0.162, -0.014], [0.379, -1.172, -0.372], [0.214, -2.301, 0.069], [1.251, -0.860, -1.248], [1.157, -4.519, -0.012], [-1.574, 0.385, 1.594], [-1.707, -0.438, 0.594], [-1.531, 0.807, 2.739], [-2.063, -1.464, 0.746], [-1.729, 1.766, 2.857]],
  "atomic_forces_ev_per_a": [[-0.002, 0.039, 0.939], [0.063, -0.345, -0.293], [-0.073, -0.025, -0.455], [0.054, 0.454, -0.381], [-0.699, -0.026, -1.107], [-0.611, 0.732, -0.615], [0.398, -1.718, 0.271], [0.422, -0.199, 0.336], [-0.132, 0.430, -0.079], [-2.285, -0.955, 1.585], [3.434, 0.133, 1.447], [0.722, 0.531, -1.140], [-0.887, 0.506, -0.904], [-0.405, 0.441, 0.396]],
  "nbo_charge": [0.2464, -0.4845, 0.2668, 0.5711, -0.4599, 1.0636, -0.8402, -0.5929, 1.9728, 0.7776, -0.0059, -0.4295, 0.3192, 0.5954]
}